1.
{
  "formula": "C21H18N4O3S",
  "method": "ωB97M-V with the def2-TZVPD basis set",
  "symbols": ["S", "O", "O", "O", "N", "N", "N", "N", "C", "C", "C", "C", "C", "C", "C", "C", "C", "C", "C", "C", "C", "C", "C", "C", "C", "C", "C", "C", "C", "H", "H", "H", "H", "H", "H", "H", "H", "H", "H", "H", "H", "H", "H", "H", "H", "H", "H"],
  "xyz": [[-2.749432, 1.007492, 4.034414], [0.132255, -2.017862, 2.687292], [0.149105, -0.215190, -3.321531], [2.369588, 1.007555, -1.907172], [-2.966621, 3.577066, 3.075304], [-2.375938, 4.313706, 2.113938], [-1.445397, 2.338657, 2.081275], [-0.810994, 1.248783, 1.628302], [1.651034, -4.664502, -0.025442], [-1.485139, 3.589699, 1.505488], [-0.102015, -0.949175, 1.870248], [-0.962549, -0.769914, -3.977342], [2.774530, 0.002832, -2.807617], [1.062732, 1.379787, -1.788475], [-2.405091, 2.405669, 3.071398], [-0.667449, 0.250223, 2.423025], [1.257980, -3.403372, -0.410359], [0.255425, -1.215512, 0.574682], [-0.395326, 2.928892, -0.609340], [0.859672, 2.414148, -0.879022], [-0.051834, 0.832600, -2.450800], [0.750822, -2.545083, 0.566886], [1.046952, -4.261269, 2.289746], [-1.065359, 0.279796, 3.870311], [-0.582093, 4.020767, 0.408989], [1.548331, -5.086809, 1.303567], [-1.484060, 2.396957, -1.281252], [-1.308199, 1.364928, -2.183907], [0.650957, -2.990051, 1.904611], [-1.108782, -0.719204, 4.295439], [-0.561035, -1.567654, -4.601214], [3.859543, -0.041505, -2.711805], [-0.377030, 0.901023, 4.449572], [1.333142, -3.077827, -1.436337], [-1.680967, -1.194056, -3.267974], [1.735603, 2.799428, -0.380743], [-2.475941, 2.781195, -1.097272], [0.166226, -0.530866, -0.242548], [1.868386, -6.084372, 1.562946], [2.349072, -0.968724, -2.547731], [-2.175535, 0.966328, -2.684607], [0.386196, 4.301613, 0.832272], [-1.026310, 4.911180, -0.040735], [2.510563, 0.249513, -3.837936], [0.963559, -4.582701, 3.315343], [-1.466626, -0.035545, -4.613633], [2.048049, -5.348647, -0.760253]],
  "atomic_forces_ev_per_a": [[0.1, -0.4, 0.1], [-0.1, 0.1, 0.5], [0.3, 0.3, 0.3], [-0.3, 0.2, 0.2], [-0.4, -0.7, 1.0], [0.4, 0.7, -1.0], [-0.7, 0.8, 0.9], [0.7, -1.1, -0.4], [0.1, -0.1, -0.1], [0.1, -0.1, -0.1], [0.5, -0.3, -1.6], [-0.2, -0.1, -0.1], [0.3, -0.3, -0.3], [0.0, 0.1, 0.0], [0.2, -0.1, -0.1], [-0.4, 0.7, 0.5], [0.0, 0.1, 0.1], [-0.3, 0.3, 0.9], [0.1, 0.0, -0.4], [-0.1, -0.1, -0.2], [0.1, -0.1, -0.1], [0.0, -0.4, 0.7], [-0.1, 0.2, 0.2], [-0.5, 0.5, 0.1], [0.1, 0.0, 0.0], [0.0, 0.0, 0.1], [0.1, 0.1, 0.0], [0.0, -0.1, 0.0], [0.3, -0.3, -1.1], [0.0, 0.1, 0.0], [-0.1, 0.0, 0.0], [-0.1, 0.0, 0.0], [0.0, -0.1, -0.1], [0.0, 0.0, -0.1], [0.0, 0.0, 0.0], [0.1, 0.0, 0.1], [-0.1, 0.0, 0.0], [-0.1, 0.2, -0.2], [0.0, -0.1, 0.0], [0.1, 0.1, 0.0], [-0.1, -0.1, -0.1], [0.0, 0.1, -0.1], [0.1, 0.0, 0.1], [0.0, 0.0, 0.1], [0.0, -0.1, 0.1], [0.0, 0.0, 0.0], [0.0, -0.1, -0.1]],
  "homo_ev": -8.15,
  "spin_multiplicity": 1,
  "de_lowest_ev": 3.506,
  "total_energy_ev": -45004.97132
}

***

2.
{
  "formula": "C8H24N2O4Tl",
  "method": "ωB97M-V with the def2-TZVPD basis set",
  "symbols": ["Tl", "O", "O", "O", "O", "N", "N", "C", "C", "C", "C", "C", "C", "C", "C", "H", "H", "H", "H", "H", "H", "H", "H", "H", "H", "H", "H", "H", "H", "H", "H", "H", "H", "H", "H", "H", "H", "H", "H"],
  "xyz": [[20.910033, 28.764889, -12.015503], [23.366357, 28.742957, -13.567826], [20.352526, 31.219555, -10.680035], [18.630079, 26.993047, -12.525405], [23.088566, 28.770821, -10.478208], [18.212199, 29.683488, -11.937775], [22.229152, 26.310268, -12.782048], [17.260164, 28.681739, -11.513231], [23.841212, 29.720743, -14.460351], [23.648620, 26.554155, -12.467647], [24.418101, 25.242841, -12.563657], [15.852238, 29.256035, -11.383033], [24.165485, 27.565260, -13.482717], [18.854501, 25.846721, -13.333614], [17.333082, 27.550616, -12.487702], [15.546125, 29.757385, -12.303089], [15.138441, 28.435593, -11.283640], [24.235530, 24.737307, -13.512812], [21.989093, 25.484480, -12.237367], [24.665052, 30.371171, -14.150334], [18.239566, 24.967198, -13.131147], [25.141119, 27.924416, -13.144895], [23.446184, 29.603739, -10.830403], [18.605816, 26.131534, -14.361080], [22.960068, 30.249908, -14.816811], [15.807575, 29.928791, -10.529259], [23.802731, 26.942370, -11.462181], [24.334720, 29.233056, -15.310594], [20.011257, 32.116447, -10.824021], [24.302233, 27.064356, -14.446397], [17.580667, 28.208584, -10.579771], [22.214913, 25.971935, -13.741950], [24.242631, 24.616264, -11.690566], [25.488699, 25.467118, -12.536548], [17.141905, 27.753148, -13.551446], [17.946164, 29.973893, -12.877671], [19.903817, 25.590909, -13.217208], [18.044551, 30.535798, -11.407563], [16.570608, 26.801860, -12.247355]],
  "atomic_forces_ev_per_a": [[1.1, 1.1, 1.7], [-0.7, -0.6, 0.6], [0.5, -1.2, -0.1], [1.2, -0.2, 1.5], [-1.9, 0.1, -1.1], [0.3, 0.4, -0.3], [-0.2, 0.1, 0.7], [-0.3, -0.5, -0.2], [0.6, -0.4, -1.4], [0.3, 0.2, -0.4], [0.8, 0.5, -0.1], [0.0, -0.7, -0.3], [0.9, 0.6, 0.7], [-0.5, 0.5, -0.7], [-0.6, -1.4, -1.7], [0.2, 0.3, 0.1], [0.0, 0.1, 0.4], [-0.1, -0.2, 0.1], [-0.5, 0.2, 0.2], [-0.5, 0.2, 1.0], [-0.1, 0.2, 0.6], [0.3, -0.4, -0.1], [-0.1, 0.0, 0.1], [0.4, -0.2, -0.2], [0.3, 0.4, 0.0], [-0.2, 0.0, -0.1], [-0.6, 0.2, -0.1], [-0.5, -0.2, -0.3], [0.2, -0.1, -0.5], [-0.2, 0.2, -0.3], [0.0, 0.5, 0.2], [-0.3, 0.2, -0.2], [-0.3, -0.2, -0.2], [0.0, 0.0, 0.0], [-0.5, 0.9, 0.1], [0.2, -0.2, -0.2], [-0.1, 0.0, -0.2], [0.9, 0.0, 0.4], [0.2, -0.2, 0.4]],
  "homo_ev": -12.28,
  "total_charge": 1,
  "spin_multiplicity": 1,
  "total_energy_ev": -24535.67970
}

***

3.
{
  "formula": "C11H17ClINO2PZr",
  "method": "ωB97M-V with the def2-TZVPD basis set",
  "symbols": ["I", "Zr", "Cl", "P", "O", "O", "N", "C", "C", "C", "C", "C", "C", "C", "C", "C", "C", "C", "H", "H", "H", "H", "H", "H", "H", "H", "H", "H", "H", "H", "H", "H", "H", "H", "H"],
  "xyz": [[2.215812, -0.405048, 2.798641], [0.730287, -0.304985, 0.521039], [2.069927, 0.814506, -1.118297], [-1.252397, 0.944061, -0.761490], [1.155848, 4.191111, 3.463136], [-2.097403, -0.376522, 2.395889], [0.389755, -2.464049, -0.016546], [-3.011772, 0.901766, -0.308860], [-0.894620, 2.729221, -0.854343], [0.248855, -5.099649, -0.863936], [-0.892725, -4.290073, -0.874688], [1.487506, -3.259560, 0.068823], [3.461244, 4.388598, 2.319552], [-0.813346, -2.981303, -0.408308], [-1.193889, -0.400756, 1.663787], [1.438800, -4.591194, -0.340628], [-1.321952, 0.504316, -2.537678], [2.171523, 4.336007, 2.917880], [-1.658585, -2.293641, -0.351649], [-3.142904, 1.250026, 0.722974], [4.058148, 5.212107, 2.799876], [-1.359142, 3.112865, -1.769040], [-1.861107, -4.660946, -1.244582], [3.978084, 3.400779, 2.453104], [-0.320054, 0.339823, -2.943158], [-1.916678, -0.408628, -2.661599], [-1.324697, 3.227355, 0.018831], [-3.583421, 1.543771, -0.999870], [0.211246, -6.120060, -1.252305], [0.183073, 2.918012, -0.887706], [3.306008, 4.627408, 1.237890], [-3.377405, -0.132753, -0.380712], [-1.804160, 1.338925, -3.065745], [2.336910, -5.200193, -0.223512], [2.383232, -2.791296, 0.483227]],
  "atomic_forces_ev_per_a": [[-0.7, 0.3, -0.4], [2.6, -1.3, -1.5], [-0.7, -0.5, 0.8], [-1.1, 1.4, -1.6], [4.9, 0.9, -2.9], [4.1, -0.2, -3.6], [-0.1, 0.7, 0.5], [0.0, -0.2, 0.4], [0.3, 0.1, 0.5], [0.1, 0.2, 0.1], [-0.7, 0.4, 0.0], [-0.5, -0.4, -0.3], [0.6, 0.4, -0.5], [0.9, -0.4, -0.3], [-5.2, -0.2, 5.2], [0.3, 0.4, 0.3], [0.3, -0.6, 0.1], [-4.6, -1.1, 3.3], [0.1, -0.4, -0.2], [-0.2, 0.0, -0.3], [-0.5, -0.6, -0.3], [0.0, 0.0, 0.2], [0.6, 0.1, 0.3], [-0.5, 0.7, 0.0], [-0.2, 0.1, 0.0], [0.1, 0.2, -0.1], [0.0, 0.1, -0.1], [0.3, -0.3, 0.2], [0.0, 0.3, 0.2], [-0.2, 0.0, -0.1], [0.2, -0.1, 0.6], [-0.1, 0.3, 0.0], [0.1, -0.3, 0.2], [-0.3, 0.1, -0.2], [-0.1, -0.3, -0.2]],
  "homo_ev": -19.11,
  "total_charge": 3,
  "spin_multiplicity": 1,
  "de_lowest_ev": 0.215,
  "total_energy_ev": -48434.27536
}

***

4.
{
  "formula": "C10H16",
  "method": "ωB97M-V with the def2-TZVPD basis set",
  "symbols": ["C", "C", "C", "C", "C", "C", "C", "C", "C", "C", "H", "H", "H", "H", "H", "H", "H", "H", "H", "H", "H", "H", "H", "H", "H", "H"],
  "xyz": [[0.703617, -1.532548, 1.123360], [-0.067885, 0.230838, 2.586911], [-1.660715, -0.734991, 1.009189], [-1.340354, 0.127412, 2.065304], [0.803327, 2.103512, -2.498831], [1.457426, 1.331305, -1.227530], [-3.022067, -0.981789, 0.618062], [1.719097, -0.145799, -1.548968], [-0.528921, -1.546514, 0.520007], [0.951731, -0.645229, 2.166535], [-3.186157, -1.912750, 0.097835], [-3.737912, -1.096693, 1.498556], [-0.699631, -2.236431, -0.398774], [2.206606, -0.237423, -2.474952], [-3.525248, -0.093641, -0.020282], [0.277655, 1.598553, -3.269328], [1.601114, 2.446132, -2.958507], [1.978973, -0.544273, 2.429010], [2.588147, 1.692236, -1.049068], [1.240270, -2.242388, 0.495220], [-1.975329, 0.914495, 2.313091], [0.082728, 0.682716, 3.649983], [0.313970, 2.992316, -2.341921], [2.264858, -0.596796, -0.920169], [0.722373, -0.883596, -1.559808], [0.832327, 1.311345, -0.304927]],
  "atomic_forces_ev_per_a": [[-1.3, -0.1, -1.5], [1.5, -1.3, 2.7], [4.1, -1.3, 0.6], [0.8, -0.3, -1.6], [-0.2, -2.7, 3.2], [0.6, -0.3, -0.7], [-4.2, 1.7, -0.8], [-6.9, 1.2, -4.0], [-3.9, 0.3, -0.5], [-0.1, 0.1, -1.0], [0.3, -0.1, -0.6], [1.1, 0.4, -0.8], [0.1, 1.2, 1.8], [0.5, -0.2, -1.6], [1.2, -1.9, 1.2], [-0.7, -1.3, -0.1], [4.2, 1.5, -2.6], [0.4, 0.1, 1.0], [-2.8, 0.0, -0.1], [1.6, 0.4, 1.2], [-1.7, 0.7, 0.9], [-0.2, 0.0, -2.4], [-1.7, 1.9, 1.3], [4.3, -3.0, 5.2], [2.3, 2.3, -0.4], [0.6, 0.7, -0.6]],
  "homo_ev": -8.75,
  "spin_multiplicity": 1,
  "de_lowest_ev": 3.612,
  "total_energy_ev": -10626.13189
}